a | Here is 2 unconnected molecules or ions with the total composition C4H12N2O from the OMol25 dataset. Energies are from ωB97M-V/def2-TZVPD.

Element x y z (Å)
1 H 3.099 0.633 -1.553
2 N 2.381 0.835 -0.868
3 C 1.315 0.204 -1.172
4 N 0.134 0.429 -0.512
5 C -1.113 0.531 -1.271
6 C -2.006 -0.713 -1.152
7 C -2.324 -1.083 0.280
8 H 1.380 -0.584 -1.901
9 H 0.260 1.204 0.135
10 H -0.884 0.573 -2.337
11 H -1.669 1.412 -0.962
12 H -2.818 -0.535 -1.864
13 H -1.450 -1.582 -1.523
14 H -1.448 -1.491 0.771
15 H -2.626 -0.199 0.843
16 H -3.105 -1.827 0.391
17 O 3.996 0.624 4.283
18 H 3.214 0.241 4.699
19 H 3.665 1.326 3.710

The structure (SMILES) is [H]/N=C/NCCC.O. The gap between HOMO and LUMO comes out at 9.97 eV. The total charge is 0.

Mulliken population analysis, charges in e, atoms 1 to 2: H 0.2425; N -0.6810

b | Here is a single C4H12N2O molecule from the OMol25 dataset. Energies are from ωB97M-V/def2-TZVPD.

Element x y z (Å)
1 N -1.689 -0.670 -1.699
2 C -0.331 -1.215 -1.467
3 C 0.589 -0.207 -0.812
4 C 0.025 0.248 0.566
5 N -0.082 -0.852 1.468
6 C 0.776 1.464 1.089
7 O 0.276 1.823 2.347
8 H -1.648 -0.075 -2.523
9 H -2.271 -1.478 -1.913
10 H -0.322 -2.077 -0.802
11 H 0.022 -1.644 -2.416
12 H 1.505 -0.725 -0.491
13 H 0.834 0.643 -1.442
14 H -0.989 0.601 0.333
15 H 0.657 -1.535 1.516
16 H -0.413 -0.555 2.361
17 H 0.783 2.287 0.363
18 H 1.858 1.201 1.037
19 H 0.420 2.766 2.484

The structure (SMILES) is NCC[C@@H](N)CO. The gap between HOMO and LUMO comes out at 9.59 eV. The total charge is 0.

Mulliken population analysis, charges in e, atoms 1 to 2: N -0.5741; C -0.6067

Relative energies, eV: a 0.000; b 0.079.

a | Here is 2 unconnected molecules or ions with the total composition C5H7N3 from the OMol25 dataset. Energies are from ωB97M-V/def2-TZVPD.

Element x y z (Å)
1 C -2.917 0.695 -0.572
2 C -2.546 0.378 -1.845
3 C -1.830 0.391 0.252
4 C 0.358 -0.269 -0.169
5 C 2.252 -0.384 1.033
6 N -1.315 -0.075 -1.955
7 N 0.913 -0.027 0.906
8 N -0.844 0.024 -0.645
9 H -3.882 1.148 -0.122
10 H -3.184 0.499 -2.793
11 H -1.658 0.347 1.394
12 H 1.397 -0.636 -1.217
13 H 2.750 0.295 1.740
14 H 2.660 -0.207 0.044
15 H 2.222 -1.400 1.468

The gap between HOMO and LUMO comes out at 10.17 eV. The total charge is 0.

Mulliken population analysis, charges in e, atoms 1 to 2: C -0.6789; C -0.0483

b | Here is a single C5H7N3 molecule from the OMol25 dataset. Energies are from ωB97M-V/def2-TZVPD.

Element x y z (Å)
1 C 1.625 0.700 -0.937
2 N 2.038 -0.245 -1.821
3 N 1.062 -1.162 -1.810
4 C 0.102 -0.970 -0.925
5 C 0.385 0.276 -0.304
6 C -0.669 0.842 0.582
7 C -0.738 0.235 1.914
8 N -1.752 -0.115 0.898
9 H 2.331 1.445 -0.691
10 H 1.250 -1.919 -2.448
11 H -0.807 -1.630 -0.910
12 H -1.039 1.901 0.532
13 H -1.033 0.869 2.772
14 H -0.078 -0.552 2.221
15 H -2.677 0.326 0.928

The structure (SMILES) is c1n[nH]cc1[C@@H]1CN1. The gap between HOMO and LUMO comes out at 9.77 eV. The total charge is 0.

Mulliken population analysis, charges in e, atoms 1 to 2: C -0.5784; N -0.7736

c | Here is a single C5H7N3 molecule from the OMol25 dataset. Energies are from ωB97M-V/def2-TZVPD.

Element x y z (Å)
1 C 0.775 0.100 -1.368
2 C 0.020 0.052 -0.041
3 C 0.906 0.413 1.205
4 C -0.966 1.135 -0.155
5 N -1.560 2.117 -0.290
6 C -0.803 -1.233 0.193
7 N -2.035 -1.094 0.842
8 N -2.087 -1.375 -0.350
9 H 1.239 1.084 -1.472
10 H -0.019 -0.056 -2.151
11 H 1.485 -0.631 -1.500
12 H 0.999 1.483 1.289
13 H 0.354 0.088 2.102
14 H 1.913 0.041 1.246
15 H -0.221 -2.122 0.451

The structure (SMILES) is CC(C)(C#N)C1N=N1. The gap between HOMO and LUMO comes out at 10.93 eV. The total charge is 0.

Mulliken population analysis, charges in e, atoms 1 to 2: C -1.5767; C 1.6217

Relative energies, eV: a 1.459; b 0.000; c 0.713.

a | Here is a single C5H7N3 molecule from the OMol25 dataset. Energies are from ωB97M-V/def2-TZVPD.

Element x y z (Å)
1 H -2.858 1.372 -0.339
2 N -1.833 1.487 -0.392
3 C -1.323 0.355 -0.075
4 N -2.075 -0.805 0.159
5 C 0.121 0.159 0.037
6 C 0.985 1.310 0.088
7 C 1.713 2.261 0.113
8 C 0.667 -1.086 -0.147
9 N 2.048 -1.291 -0.297
10 H -3.112 -0.738 0.014
11 H -1.813 -1.403 0.920
12 H 2.521 3.011 0.013
13 H 0.005 -1.915 -0.310
14 H 2.552 -0.478 0.143
15 H 2.403 -2.239 0.074

The structure (SMILES) is [H]/N=C(N)/C(C#C)=C/N. The gap between HOMO and LUMO comes out at 9.06 eV. The total charge is 0.

Mulliken population analysis, charges in e, atoms 1 to 2: H 0.1946; N -0.6600

b | Here is a single C5H7N3 molecule from the OMol25 dataset. Energies are from ωB97M-V/def2-TZVPD.

Element x y z (Å)
1 H -2.666 -1.512 -0.799
2 N -1.732 -1.848 -1.016
3 C -0.883 -0.994 -0.615
4 C 0.585 -1.271 -0.837
5 C 1.536 -0.546 -0.183
6 C 0.907 0.421 0.781
7 C 0.546 1.885 0.923
8 N -0.101 1.056 -0.024
9 N -1.227 0.222 0.074
10 H 0.789 -2.041 -1.549
11 H 2.607 -0.699 -0.259
12 H 0.444 -0.099 1.617
13 H 1.145 2.645 0.405
14 H 0.092 2.127 1.879
15 H -2.044 0.655 -0.398

The structure (SMILES) is [H]/N=C1/C=C[C@H]2CN2N1. The gap between HOMO and LUMO comes out at 9.18 eV. The total charge is 0.

Mulliken population analysis, charges in e, atoms 1 to 2: H 0.2308; N -0.6673

Relative energies, eV: a 0.000; b 1.843.

a | Here is a molecular structure, C5H7N3 from the OMol25 dataset. Energies are from ωB97M-V/def2-TZVPD.

Element x y z (Å)
1 C -1.870 -0.740 -0.605
2 C -0.716 -0.549 0.430
3 C -0.241 1.020 0.433
4 C 2.175 0.624 -0.416
5 C 0.788 -0.835 0.189
6 H -2.821 -0.399 0.005
7 H -1.919 -1.921 -0.646
8 H -1.697 0.046 -1.518
9 H -0.860 -0.550 1.609
10 H -0.249 1.503 1.370
11 H -0.847 1.871 -0.159
12 H 2.574 1.493 -0.613
13 N 0.870 0.390 -0.189
14 N 2.884 -0.531 -0.139
15 N 1.929 -1.421 0.249

The gap between HOMO and LUMO comes out at 10.17 eV. The total charge is 0.

Mulliken population analysis, charges in e, atoms 1 to 2: C -0.9477; C 0.2082

b | Here is a single C5H7N3 molecule from the OMol25 dataset. Energies are from ωB97M-V/def2-TZVPD.

Element x y z (Å)
1 H 0.102 -2.678 0.623
2 N -0.246 -1.853 1.176
3 C 0.209 -0.859 0.554
4 C 1.280 -0.920 -0.581
5 C 1.532 0.091 -1.455
6 N 0.742 1.259 -1.381
7 N -0.156 1.443 -0.443
8 C -0.388 0.521 0.531
9 C -1.604 0.836 1.377
10 H 1.847 -1.839 -0.691
11 H 2.106 -0.204 -2.293
12 H 0.544 1.791 -2.331
13 H -2.156 -0.104 1.254
14 H -1.201 0.945 2.555
15 H -2.612 1.569 1.105

The structure (SMILES) is [H]/N=c1\cc[nH]nc1C. The gap between HOMO and LUMO comes out at 8.97 eV. The total charge is 0.

Mulliken population analysis, charges in e, atoms 1 to 2: H 0.2074; N -0.7096

Relative energies, eV: a 1.569; b 0.000.

a | Here is a single C5H7N3 molecule from the OMol25 dataset. Energies are from ωB97M-V/def2-TZVPD.

Element x y z (Å)
1 C -1.935 -1.551 1.006
2 C -0.723 -0.529 0.652
3 C 0.334 -1.209 0.105
4 N 1.391 -0.594 -0.722
5 N 1.864 0.729 -0.239
6 C 0.905 1.582 -0.156
7 N -0.429 1.597 -0.667
8 C -1.073 0.609 -0.181
9 H -2.749 -1.755 0.262
10 H -2.547 -1.251 2.013
11 H -1.591 -2.524 1.124
12 H 0.721 -2.210 0.450
13 H 2.289 -0.973 -0.529
14 H 1.205 2.585 0.124
15 H -2.155 0.592 -0.597

The structure (SMILES) is CC1=CNN=CN=C1. The gap between HOMO and LUMO comes out at 9.11 eV. The total charge is 0.

Mulliken population analysis, charges in e, atoms 1 to 2: C -1.1804; C 0.2461

b | Here is a molecular structure, C5H7N3 from the OMol25 dataset. Energies are from ωB97M-V/def2-TZVPD.

Element x y z (Å)
1 C -0.728 -0.742 0.706
2 C 1.280 0.552 0.214
3 C 0.015 1.288 -0.322
4 C 0.248 1.997 -1.591
5 C 0.742 2.528 -2.677
6 H -1.772 -3.963 0.518
7 H -1.883 -2.759 2.276
8 H -0.789 -0.081 1.688
9 H 1.649 0.980 1.252
10 H 2.267 0.317 -0.286
11 H -0.290 2.145 0.657
12 H 1.512 2.866 -3.681
13 N -1.419 -3.055 1.115
14 N -0.984 -1.981 0.332
15 N 0.152 -0.093 -0.200

The gap between HOMO and LUMO comes out at 9.51 eV. The total charge is 0.

Mulliken population analysis, charges in e, atoms 1 to 2: C -0.0462; C -0.4389

c | Here is a molecular structure, C5H7N3 from the OMol25 dataset. Energies are from ωB97M-V/def2-TZVPD.

Element x y z (Å)
1 C -1.587 -0.117 -0.780
2 C 0.944 0.506 -0.405
3 C -0.268 -0.325 -0.120
4 N 1.729 0.546 -1.508
5 C -0.008 0.508 1.489
6 C 0.035 -0.926 1.724
7 N 1.086 1.119 0.720
8 N 0.058 -1.526 0.554
9 H 1.580 -0.145 -2.224
10 H 2.676 0.868 -1.389
11 H -0.529 1.184 2.158
12 H 0.009 -1.447 2.676
13 H -1.574 -0.646 -1.741
14 H -2.389 -0.539 -0.172
15 H -1.763 0.941 -0.981

The gap between HOMO and LUMO comes out at 8.72 eV. The total charge is 0.

Mulliken population analysis, charges in e, atoms 1 to 2: C -1.2246; C 0.0697

d | Here is a single C5H7N3 molecule from the OMol25 dataset. Energies are from ωB97M-V/def2-TZVPD.

Element x y z (Å)
1 C -1.134 -1.183 -1.541
2 N -0.054 -1.525 -1.087
3 N 0.770 -0.398 -0.033
4 C 1.038 -1.036 1.237
5 C 0.200 0.835 -0.004
6 C 0.746 1.993 -0.404
7 C -1.308 0.843 0.272
8 N -2.148 0.982 1.068
9 H -1.868 -1.757 -2.081
10 H -1.579 -0.094 -1.027
11 H 1.298 -2.076 1.044
12 H 1.901 -0.554 1.701
13 H 0.183 -0.977 1.924
14 H 0.152 2.890 -0.473
15 H 1.804 2.056 -0.597

The structure (SMILES) is C=NN(C)C(=C)C#N. The gap between HOMO and LUMO comes out at 9.24 eV. The total charge is 0.

Mulliken population analysis, charges in e, atoms 1 to 2: C -0.1243; N -0.3754

Relative energies, eV: a 0.660; b 6.372; c 0.000; d 1.836.